## a
{"formula": "C14H16", "method": "ωB97M-V with the def2-TZVPD basis set", "elements": ["C", "C", "C", "C", "C", "C", "C", "H", "H", "H", "H", "H", "H", "H", "H", "C", "C", "C", "C", "C", "C", "C", "H", "H", "H", "H", "H", "H", "H", "H"], "xyz": [[2.80, -1.54, 2.08], [1.57, -0.69, 2.26], [1.52, 0.36, 3.19], [0.31, 0.67, 3.78], [-0.88, 0.11, 3.37], [-0.86, -0.71, 2.26], [0.36, -1.07, 1.68], [2.53, -2.60, 2.09], [3.53, -1.34, 2.86], [3.31, -1.31, 1.14], [2.45, 0.86, 3.43], [0.29, 1.34, 4.63], [-1.76, 0.31, 3.97], [-1.70, -1.10, 1.70], [0.30, -1.58, 0.73], [-2.70, 0.63, -1.34], [-1.45, 0.60, -2.16], [-0.43, 1.57, -2.03], [0.59, 1.50, -2.94], [0.72, 0.46, -3.86], [-0.20, -0.57, -3.89], [-1.30, -0.44, -3.05], [-2.84, 1.36, -0.54], [-3.07, -0.35, -1.04], [-3.45, 1.05, -2.01], [-0.49, 2.32, -1.26], [1.34, 2.29, -3.01], [1.62, 0.47, -4.46], [0.02, -1.47, -4.44], [-2.13, -1.12, -3.16]], "lowdin_charge": [-0.05, -0.28, -0.05, -0.10, -0.11, -0.09, -0.07, 0.08, 0.07, 0.08, 0.11, 0.10, 0.10, 0.09, 0.11, -0.06, -0.29, -0.04, -0.10, -0.10, -0.08, -0.07, 0.08, 0.07, 0.08, 0.11, 0.10, 0.10, 0.10, 0.11], "smiles": "Cc1ccccc1.Cc1ccccc1", "charge": 0, "mol_weight_da": 184.3}

## b
{"formula": "C14H16", "method": "ωB97M-V with the def2-TZVPD basis set", "elements": ["C", "C", "C", "C", "C", "C", "C", "H", "H", "H", "H", "H", "H", "H", "H", "C", "C", "C", "C", "C", "C", "C", "H", "H", "H", "H", "H", "H", "H", "H"], "xyz": [[0.51, -3.13, 2.21], [1.17, -2.54, 0.99], [1.66, -1.23, 1.03], [2.28, -0.68, -0.08], [2.40, -1.42, -1.25], [1.90, -2.71, -1.31], [1.29, -3.26, -0.18], [1.17, -3.04, 3.07], [0.28, -4.18, 2.07], [-0.43, -2.62, 2.46], [1.55, -0.65, 1.93], [2.67, 0.33, -0.05], [2.89, -0.97, -2.11], [1.99, -3.28, -2.22], [0.92, -4.28, -0.25], [-2.67, 1.03, 1.55], [-1.98, 1.74, 0.42], [-1.01, 1.09, -0.33], [-0.37, 1.74, -1.38], [-0.69, 3.06, -1.68], [-1.66, 3.72, -0.92], [-2.29, 3.06, 0.12], [-2.66, 1.64, 2.46], [-2.18, 0.09, 1.78], [-3.73, 0.84, 1.34], [-0.73, 0.06, -0.13], [0.39, 1.22, -1.95], [-0.19, 3.58, -2.48], [-1.90, 4.75, -1.16], [-3.04, 3.57, 0.71]], "lowdin_charge": [-0.05, -0.29, -0.07, -0.10, -0.10, -0.09, -0.06, 0.08, 0.07, 0.07, 0.11, 0.10, 0.10, 0.10, 0.11, -0.05, -0.28, -0.05, -0.09, -0.10, -0.09, -0.06, 0.08, 0.07, 0.08, 0.10, 0.10, 0.10, 0.10, 0.11], "smiles": "Cc1ccccc1.Cc1ccccc1", "charge": 0, "mol_weight_da": 184.3}

## c
{"formula": "C14H16", "method": "ωB97M-V with the def2-TZVPD basis set", "elements": ["C", "C", "C", "C", "C", "C", "C", "H", "H", "H", "H", "H", "H", "H", "H", "C", "C", "C", "C", "C", "C", "C", "H", "H", "H", "H", "H", "H", "H", "H"], "xyz": [[0.07, 1.13, 5.02], [-0.27, 0.33, 3.78], [-1.63, 0.16, 3.44], [-1.94, -0.51, 2.27], [-0.92, -1.08, 1.51], [0.43, -0.97, 1.87], [0.74, -0.12, 2.94], [0.82, 1.84, 4.63], [0.40, 0.45, 5.82], [-0.80, 1.75, 5.26], [-2.46, 0.27, 4.14], [-2.93, -0.51, 1.81], [-1.00, -1.45, 0.47], [1.19, -1.55, 1.37], [1.74, 0.26, 3.17], [-0.39, -1.75, -4.24], [0.27, -0.54, -3.57], [0.19, -0.51, -2.15], [0.61, 0.59, -1.43], [1.10, 1.66, -2.16], [1.14, 1.66, -3.54], [0.92, 0.47, -4.25], [-0.66, -1.61, -5.27], [-1.28, -1.98, -3.64], [0.31, -2.60, -4.05], [0.00, -1.47, -1.65], [0.52, 0.63, -0.35], [1.29, 2.63, -1.70], [1.68, 2.38, -4.15], [0.86, 0.44, -5.34]], "lowdin_charge": [-0.05, -0.30, -0.06, -0.09, -0.11, -0.10, -0.06, 0.08, 0.09, 0.07, 0.11, 0.10, 0.09, 0.10, 0.12, -0.05, -0.28, -0.07, -0.08, -0.11, -0.10, -0.05, 0.07, 0.07, 0.09, 0.11, 0.09, 0.10, 0.10, 0.11], "smiles": "Cc1ccccc1.Cc1ccccc1", "charge": 0, "mol_weight_da": 184.3}

Quick ranking, most stable first: b, a, c.

## a
{"formula": "H2N2O3S", "method": "ωB97M-V with the def2-TZVPD basis set", "elements": ["N", "N", "O", "O", "O", "S", "H", "H"], "xyz": [[1.52, 0.70, 0.80], [0.88, -0.70, -0.85], [-1.38, 0.86, -0.63], [-2.52, -0.86, 0.59], [1.06, -0.44, 0.40], [-2.15, -0.33, -0.67], [1.75, 0.55, 1.77], [0.84, 0.22, -1.42]], "lowdin_charge": [0.09, 0.04, -0.45, -0.41, -0.26, 0.85, 0.06, 0.08], "charge": 0, "mol_weight_da": 110.1}

## b
{"formula": "H2N2O3S", "method": "ωB97M-V with the def2-TZVPD basis set", "elements": ["N", "N", "O", "O", "O", "S", "H", "H"], "xyz": [[-1.32, -0.34, 0.14], [1.48, 0.57, 0.20], [0.48, 1.25, -1.04], [2.21, 1.29, 0.76], [0.44, -1.75, -0.22], [-0.01, -0.60, -0.91], [-1.60, -1.03, 0.81], [-1.69, 0.61, 0.27]], "lowdin_charge": [-0.17, -0.06, -0.42, 0.12, -0.47, 0.89, 0.05, 0.07], "charge": 0, "mol_weight_da": 110.1}

Quick ranking, most stable first: a, b.

## a
{"formula": "H2N2O3S", "method": "ωB97M-V with the def2-TZVPD basis set", "elements": ["N", "N", "O", "O", "O", "S", "H", "H"], "xyz": [[-0.48, 0.62, -0.51], [0.66, 0.32, -0.88], [0.61, -0.30, 1.80], [-1.20, -1.68, 1.09], [1.32, 0.54, -1.86], [-0.85, -0.42, 1.60], [-1.17, 1.14, -1.24], [1.10, -0.22, 0.00]], "lowdin_charge": [0.00, -0.31, -0.49, -0.42, 0.03, 0.85, 0.17, 0.17], "charge": 0, "mol_weight_da": 110.1}

## b
{"formula": "H2N2O3S", "method": "ωB97M-V with the def2-TZVPD basis set", "elements": ["N", "N", "O", "O", "O", "S", "H", "H"], "xyz": [[0.21, 1.67, 0.01], [-1.55, 0.15, 0.32], [2.50, -0.28, -1.06], [0.95, -1.57, 0.28], [-0.86, 1.34, -0.28], [1.82, -0.39, 0.21], [-2.04, -0.52, -0.44], [-1.03, -0.40, 0.95]], "lowdin_charge": [0.04, 0.04, -0.44, -0.47, -0.18, 0.83, 0.16, 0.01], "charge": 0, "mol_weight_da": 110.1}

## c
{"formula": "H2N2O3S", "method": "ωB97M-V with the def2-TZVPD basis set", "elements": ["O", "N", "O", "O", "H", "N", "S", "H"], "xyz": [[0.37, 1.53, -2.23], [-0.02, 0.95, -1.25], [-0.77, -0.01, -1.27], [0.51, 1.30, -0.05], [0.48, 0.50, 0.46], [-0.18, -1.04, 1.22], [0.46, -1.66, 2.51], [-0.87, -1.57, 0.60]], "lowdin_charge": [0.12, -0.46, 0.05, 0.11, 0.02, -0.54, 0.66, 0.03], "smiles": "O=[N+]([O-])O.N=S", "charge": 0, "mol_weight_da": 110.1}

Quick ranking, most stable first: a, c, b.